Record 1
A gas-phase ion, C7H11N5 (charge +2) in a non-equilibrium geometry, computed with wB97M-V/def2-TZVPD.

Summary:
energy relative to the best compared isomer or geometry (same formula, charge and spin)	64.8	kcal/mol
lowest unoccupied orbital energy	-9.1	eV

The geometry in ORCA input format:
```
! RIJCOSX wB97M-V def2-TZVPD def2/J DEFGRID3
* xyz 2 1
C 3.65647 -0.93181 -0.01075
C 1.54875 -1.21968 0.01422
C 1.79940 0.12537 0.00994
C -0.41205 0.97179 0.03559
C -0.67546 -1.42359 0.01936
C 1.44674 2.47862 0.01092
C -2.61340 -0.03892 -0.01958
N 3.14778 0.27244 -0.00111
N 2.69609 -1.90356 -0.00463
N 0.87646 1.15048 0.02899
N -1.14936 -0.18472 0.00940
N -1.29429 -2.54679 0.02356
H 4.70931 -1.14084 -0.02345
H -1.01712 1.87245 0.05714
H 2.31282 2.50969 0.67402
H 1.81237 2.70371 -0.99499
H 0.72293 3.23452 0.30526
H -3.02534 -0.55377 -0.88848
H -2.89455 1.00900 -0.09484
H -3.05341 -0.44252 0.89409
H 2.83955 -2.90578 0.00478
H -0.79816 -3.43213 0.03118
H -2.31483 -2.61998 0.02624
*
```

Atomic charges from the Mulliken analysis, expressed in e, are listed below: atom 1 (C): -0.376, atom 2 (C): -0.091, atom 3 (C): 0.678, atom 4 (C): 0.290, atom 5 (C): 0.652, atom 6 (C): -0.910, atom 7 (C): -1.154, atom 8 (N): -0.448, atom 9 (N): 0.032, atom 10 (N): -0.024, atom 11 (N): -0.138, atom 12 (N): -0.233, atom 13 (H): 0.413, atom 14 (H): 0.233, atom 15 (H): 0.367, atom 16 (H): 0.382, atom 17 (H): 0.348, atom 18 (H): 0.440, atom 19 (H): 0.312, atom 20 (H): 0.445, atom 21 (H): 0.223, atom 22 (H): 0.276, atom 23 (H): 0.284



Record 2
2 unconnected molecules or ions with the total composition C2HNO4 in a non-equilibrium geometry, computed with wB97M-V/def2-TZVPD.

Summary:
energy relative to the best compared isomer or geometry (same formula, charge and spin)	70.0	kcal/mol
structure (SMILES)	O=CN=O.O=C=O
lowest unoccupied orbital energy (spin up / spin down)	-2.1 / -2.1	eV

The geometry in ORCA input format:
```
! RIJCOSX wB97M-V def2-TZVPD def2/J DEFGRID3
* xyz 0 1
O 0.93267 -0.74753 0.71468
C 0.57130 0.05172 -0.12864
N 0.27631 1.30185 -0.24711
O -0.53423 2.17979 -0.48454
H 0.25111 -0.31600 -1.22688
O 3.37988 -0.60180 -0.82232
C 3.38687 0.09600 0.08000
O 3.46976 0.83110 0.94402
*
```

Atomic charges from the Mulliken analysis, expressed in e, are listed below: atom 1 (O): -0.511, atom 2 (C): 0.302, atom 3 (N): 0.323, atom 4 (O): -0.349, atom 5 (H): 0.227, atom 6 (O): -0.375, atom 7 (C): 0.744, atom 8 (O): -0.361



Record 3
A molecular structure, C21H19MoN13O2S, computed with wB97M-V/def2-TZVPD.

Summary:
energy relative to the best compared isomer or geometry (same formula, charge and spin)	1.8	kcal/mol
lowest unoccupied orbital energy	-9.2	eV

The geometry in ORCA input format:
```
! RIJCOSX wB97M-V def2-TZVPD def2/J DEFGRID3
* xyz 2 1
Mo -0.28187 -0.79178 -0.27240
C -4.49697 -0.74680 -1.29144
C -3.07233 -0.38517 -1.49815
O -2.26949 -0.62330 -0.51717
C -2.63268 0.20748 -2.68880
C -1.31881 0.59932 -2.84576
C -0.82351 1.51433 -3.91343
N -0.43220 0.12252 -1.96508
N 0.80565 0.49882 -1.60613
C 0.74047 1.53790 -0.58541
O -0.09648 1.23205 0.31179
C 1.63953 2.62238 -0.58486
C 1.60353 3.53760 0.48848
C 2.47951 4.59817 0.49165
C 3.39015 4.73882 -0.55709
C 3.43800 3.83220 -1.61370
C 2.56437 2.76777 -1.63625
H -4.66587 -1.70953 -1.78445
H -5.15970 -0.02063 -1.75907
H -4.72550 -0.83883 -0.23355
H -3.35808 0.45559 -3.44899
H -0.84609 2.54191 -3.53918
H -1.47708 1.46198 -4.78131
H 0.19695 1.26907 -4.20128
H 0.88694 3.40223 1.28714
H 2.46655 5.31640 1.29798
H 4.08092 5.57149 -0.54683
H 4.16300 3.96093 -2.40392
H 2.60054 2.03999 -2.43475
N 1.40325 -3.91670 -0.87821
C 0.08306 -3.80717 -1.18181
N -0.63372 -4.77428 -1.70400
N -1.85168 -4.24067 -1.86503
N -1.91095 -3.03927 -1.47473
N -0.65154 -2.67478 -0.99395
C 2.12526 -2.83848 -0.47702
N 3.42371 -2.75565 -0.36266
N 3.64631 -1.46531 -0.02236
N 2.58203 -0.78920 0.05046
N 1.52377 -1.65603 -0.19101
H 1.88727 -4.77279 -1.11919
N -2.73368 -2.61004 1.39223
C -1.95358 -1.84350 2.13271
N -0.85570 -1.17093 1.68608
C -0.16405 -0.57930 2.78965
C 1.04528 0.10102 2.75111
C 1.56233 0.59254 3.94096
C 0.89680 0.41801 5.15027
C -0.30483 -0.26996 5.19687
C -0.81226 -0.76030 4.00637
S -2.26302 -1.70516 3.81615
H -2.61077 -2.73581 0.39039
H -3.46116 -3.14864 1.83781
H 1.61389 0.23965 1.84303
H 2.51106 1.11014 3.92044
H 1.32376 0.80560 6.06367
H -0.82027 -0.42588 6.13372
*
```

Atomic charges from the Mulliken analysis, expressed in e, are listed below: atom 1 (Mo): -0.984, atom 2 (C): -1.646, atom 3 (C): 1.154, atom 4 (O): -0.349, atom 5 (C): -1.216, atom 6 (C): 1.138, atom 7 (C): -1.529, atom 8 (N): 1.134, atom 9 (N): -1.166, atom 10 (C): 1.867, atom 11 (O): -0.676, atom 12 (C): 0.271, atom 13 (C): -0.230, atom 14 (C): -0.892, atom 15 (C): -0.277, atom 16 (C): -0.938, atom 17 (C): -0.330, atom 18 (H): 0.323, atom 19 (H): 0.549, atom 20 (H): 0.334, atom 21 (H): 0.537, atom 22 (H): 0.306, atom 23 (H): 0.493, atom 24 (H): 0.351, atom 25 (H): 0.540, atom 26 (H): 0.450, atom 27 (H): 0.439, atom 28 (H): 0.445, atom 29 (H): 0.498, atom 30 (N): -0.064, atom 31 (C): 0.390, atom 32 (N): -0.456, atom 33 (N): -0.695, atom 34 (N): -0.534, atom 35 (N): 1.369, atom 36 (C): 0.470, atom 37 (N): -0.467, atom 38 (N): -0.671, atom 39 (N): -0.154, atom 40 (N): 0.622, atom 41 (H): 0.281, atom 42 (N): -0.193, atom 43 (C): 0.594, atom 44 (N): 0.665, atom 45 (C): 0.254, atom 46 (C): 0.101, atom 47 (C): -1.099, atom 48 (C): -0.648, atom 49 (C): -0.591, atom 50 (C): 0.371, atom 51 (S): -0.233, atom 52 (H): 0.121, atom 53 (H): 0.300, atom 54 (H): 0.341, atom 55 (H): 0.466, atom 56 (H): 0.430, atom 57 (H): 0.433



Record 4
A molecular structure, C18H12Cl4NO5Pd, computed with wB97M-V/def2-TZVPD.

Summary:
energy relative to the best compared isomer or geometry (same formula, charge and spin)	0.0	kcal/mol
lowest unoccupied orbital energy (spin up / spin down)	1.5 / 1.5	eV

The geometry in ORCA input format:
```
! RIJCOSX wB97M-V def2-TZVPD def2/J DEFGRID3
* xyz -1 1
Pd 0.23349 -0.21830 -0.32006
Cl 5.14543 4.93275 0.24874
C 3.69386 3.99057 0.01136
C 3.79155 2.64170 -0.26878
C 2.62368 1.92789 -0.44669
Cl 2.74441 0.21472 -0.81966
C 1.32496 2.47324 -0.36473
O 0.24234 1.80546 -0.56526
C 1.30795 3.85983 -0.07203
Cl -0.23283 4.63923 0.04708
C 2.45533 4.60430 0.11007
H 4.75313 2.15441 -0.34482
H 2.38153 5.65896 0.33361
O -2.64467 0.14210 2.89514
Cl -1.60969 -0.12884 1.94863
O -1.21441 -1.51484 1.99142
O -2.09232 0.17125 0.59149
O -0.44407 0.69137 2.20796
C -3.32830 -3.64250 -1.69124
C -2.71439 -4.19802 -0.57070
C -1.48626 -3.74020 -0.13785
C -0.82675 -2.72254 -0.84014
C -1.44041 -2.18416 -1.97522
C -2.69050 -2.62747 -2.38324
N 0.37913 -2.15130 -0.43057
C 1.20321 -2.86138 0.45230
C 1.68329 -2.27479 1.62480
C 2.57054 -2.96297 2.43904
C 2.98973 -4.24442 2.11352
C 2.50802 -4.83480 0.95113
C 1.63040 -4.15366 0.12567
H -4.29909 -3.99792 -2.01280
H -3.21810 -4.97606 -0.01008
H -1.04278 -4.13483 0.76584
H -0.91889 -1.42019 -2.54146
H -3.15644 -2.18170 -3.25307
H 1.33236 -1.29074 1.90959
H 2.92421 -2.48957 3.34692
H 3.67986 -4.77752 2.75494
H 2.82519 -5.83403 0.67670
H 1.26909 -4.61232 -0.78654
*
```

Atomic charges from the Mulliken analysis, expressed in e, are listed below: atom 1 (Pd): 0.447, atom 2 (Cl): -0.257, atom 3 (C): 0.533, atom 4 (C): -0.975, atom 5 (C): 0.757, atom 6 (Cl): -0.210, atom 7 (C): 0.020, atom 8 (O): -0.785, atom 9 (C): 0.523, atom 10 (Cl): -0.209, atom 11 (C): -0.772, atom 12 (H): 0.423, atom 13 (H): 0.417, atom 14 (O): -0.744, atom 15 (Cl): 1.719, atom 16 (O): -0.531, atom 17 (O): -0.656, atom 18 (O): -0.589, atom 19 (C): -0.408, atom 20 (C): -0.797, atom 21 (C): 0.095, atom 22 (C): 0.399, atom 23 (C): -0.454, atom 24 (C): -0.707, atom 25 (N): -0.201, atom 26 (C): 0.161, atom 27 (C): -0.092, atom 28 (C): -0.874, atom 29 (C): -0.461, atom 30 (C): -0.542, atom 31 (C): -0.117, atom 32 (H): 0.378, atom 33 (H): 0.331, atom 34 (H): 0.422, atom 35 (H): 0.452, atom 36 (H): 0.374, atom 37 (H): 0.378, atom 38 (H): 0.384, atom 39 (H): 0.369, atom 40 (H): 0.355, atom 41 (H): 0.445



Record 5
A molecular structure, C10H6LuN2O5 in a non-equilibrium geometry, computed with wB97M-V/def2-TZVPD.

Summary:
energy relative to the best compared isomer or geometry (same formula, charge and spin)	44.8	kcal/mol
lowest unoccupied orbital energy	-14.5	eV

The geometry in ORCA input format:
```
! RIJCOSX wB97M-V def2-TZVPD def2/J DEFGRID3
* xyz 3 1
O 0.01757 1.31256 2.11954
C -0.42030 1.06373 1.07984
Lu -1.19224 0.59060 -1.10287
O 2.32591 -1.94405 3.21694
C 1.85773 -1.41516 2.31696
C 0.47690 2.27808 -0.85406
O 1.29708 3.08225 -0.85108
C 0.61152 -0.77906 -1.39133
O 1.52735 -1.47574 -1.48267
N -6.07275 -2.14425 -2.88838
C -4.82725 -1.61845 -2.74018
O -4.28175 -1.02245 -3.66759
C -4.14155 -1.77296 -1.40948
C -4.72840 -2.21543 -0.21990
C -4.03819 -2.10936 0.99552
C -2.80176 -1.47653 1.02497
N -2.22952 -1.02051 -0.11697
C -2.83870 -1.25769 -1.33387
H -6.46736 -2.11401 -3.81632
H -6.55117 -2.66137 -2.17255
H -5.73460 -2.62802 -0.23528
H -4.45634 -2.48091 1.92938
H -2.23481 -1.29961 1.93336
H -2.25777 -1.03720 -2.27586
*
```

Atomic charges from the Mulliken analysis, expressed in e, are listed below: atom 1 (O): -0.056, atom 2 (C): 0.419, atom 3 (Lu): 1.212, atom 4 (O): -0.095, atom 5 (C): 0.100, atom 6 (C): 0.175, atom 7 (O): 0.005, atom 8 (C): 0.574, atom 9 (O): -0.028, atom 10 (N): -0.310, atom 11 (C): 0.622, atom 12 (O): -0.585, atom 13 (C): 0.113, atom 14 (C): -0.224, atom 15 (C): -0.819, atom 16 (C): -0.154, atom 17 (N): -0.251, atom 18 (C): 0.058, atom 19 (H): 0.278, atom 20 (H): 0.153, atom 21 (H): 0.389, atom 22 (H): 0.452, atom 23 (H): 0.434, atom 24 (H): 0.540



Record 6
7 unconnected molecules or ions with the total composition C20H41N3O6 in a non-equilibrium geometry, computed with wB97M-V/def2-TZVPD.

Summary:
energy relative to the best compared isomer or geometry (same formula, charge and spin)	16.1	kcal/mol
structure (SMILES)	CN(C)C=O.CN(C)C=O.CC(C)=O.CC(C)=O.CC(C)=O.CC(C)=O.CC#N
lowest unoccupied orbital energy	0.4	eV

The geometry in ORCA input format:
```
! RIJCOSX wB97M-V def2-TZVPD def2/J DEFGRID3
* xyz 0 1
C 3.60827 -21.66408 -7.25263
N 3.94211 -20.91518 -8.44504
C 3.17384 -21.21002 -9.63027
C 5.07359 -20.17657 -8.51250
O 5.44453 -19.60108 -9.51835
H 4.27109 -22.51941 -7.09243
H 2.56943 -21.96728 -7.16698
H 3.78762 -21.04970 -6.36343
H 2.11039 -21.07393 -9.42520
H 3.43933 -20.54719 -10.45087
H 3.32918 -22.22337 -10.01513
H 5.63163 -20.17040 -7.56605
C 6.84921 -23.99586 -2.09698
N 5.60306 -23.41153 -2.53322
C 4.89362 -22.60325 -1.54417
C 5.28134 -23.26727 -3.84180
O 4.38949 -22.57983 -4.29889
H 6.63774 -24.73352 -1.32212
H 7.57788 -23.23513 -1.81100
H 7.31155 -24.54917 -2.91811
H 3.96244 -22.21656 -1.94342
H 4.61819 -23.25956 -0.71276
H 5.52668 -21.80250 -1.16142
H 5.98941 -23.78972 -4.50590
C 7.69973 -22.65890 -7.05138
C 8.61149 -22.32633 -5.90872
C 9.93774 -21.68551 -6.26836
O 8.30025 -22.54088 -4.75787
H 8.09223 -23.53672 -7.56946
H 7.62977 -21.84939 -7.78041
H 6.68709 -22.84357 -6.69348
H 10.53495 -22.35749 -6.88394
H 10.46398 -21.43747 -5.35140
H 9.69743 -20.78459 -6.83507
C 2.76612 -19.86259 -3.61891
C 2.70579 -19.14720 -2.29908
C 1.36566 -18.59612 -1.84092
O 3.69084 -18.97829 -1.61517
H 2.15675 -19.39241 -4.38796
H 2.53206 -20.92695 -3.52431
H 3.79859 -19.91130 -3.97522
H 1.00111 -17.84592 -2.53942
H 1.54066 -18.19487 -0.84628
H 0.64787 -19.41764 -1.78208
C 9.28629 -22.45500 1.15083
C 8.81789 -21.07463 0.76046
C 8.66795 -20.05819 1.85822
O 8.65591 -20.76818 -0.40001
H 9.81571 -22.86138 0.28597
H 8.49587 -23.16164 1.39417
H 10.00284 -22.34274 1.96478
H 7.95558 -20.35420 2.63070
H 8.38267 -19.10621 1.41517
H 9.60890 -19.92540 2.39901
C 12.18345 -22.20582 -2.72426
C 12.35793 -20.77540 -2.30649
C 11.14405 -19.85837 -2.41684
O 13.41385 -20.35670 -1.90462
H 13.15944 -22.60350 -3.01191
H 11.42589 -22.39340 -3.48181
H 11.87813 -22.85952 -1.89694
H 11.35045 -19.06458 -3.13123
H 10.97406 -19.50567 -1.39815
H 10.23221 -20.37244 -2.71859
C 6.76268 -20.11465 -3.20272
C 6.78498 -19.60882 -4.55972
N 6.79788 -19.22974 -5.64549
H 6.21398 -21.04905 -3.13882
H 6.31934 -19.37584 -2.53896
H 7.78318 -20.40144 -2.94245
*
```

Atomic charges from the Mulliken analysis, expressed in e, are listed below: atom 1 (C): -0.704, atom 2 (N): 0.167, atom 3 (C): -0.991, atom 4 (C): 0.401, atom 5 (O): -0.653, atom 6 (H): 0.219, atom 7 (H): 0.371, atom 8 (H): 0.112, atom 9 (H): 0.310, atom 10 (H): 0.343, atom 11 (H): 0.337, atom 12 (H): 0.127, atom 13 (C): -0.871, atom 14 (N): 0.135, atom 15 (C): -0.881, atom 16 (C): -0.088, atom 17 (O): -0.483, atom 18 (H): 0.345, atom 19 (H): 0.215, atom 20 (H): 0.311, atom 21 (H): 0.149, atom 22 (H): 0.402, atom 23 (H): 0.297, atom 24 (H): 0.349, atom 25 (C): -0.942, atom 26 (C): 0.878, atom 27 (C): -1.073, atom 28 (O): -0.331, atom 29 (H): 0.441, atom 30 (H): 0.339, atom 31 (H): -0.125, atom 32 (H): 0.383, atom 33 (H): 0.056, atom 34 (H): 0.387, atom 35 (C): -0.531, atom 36 (C): 0.707, atom 37 (C): -1.260, atom 38 (O): -0.510, atom 39 (H): 0.482, atom 40 (H): 0.269, atom 41 (H): -0.135, atom 42 (H): 0.311, atom 43 (H): 0.335, atom 44 (H): 0.322, atom 45 (C): -1.014, atom 46 (C): 0.913, atom 47 (C): -1.341, atom 48 (O): -0.480, atom 49 (H): 0.210, atom 50 (H): 0.287, atom 51 (H): 0.377, atom 52 (H): 0.377, atom 53 (H): 0.319, atom 54 (H): 0.370, atom 55 (C): -0.789, atom 56 (C): 0.630, atom 57 (C): -0.213, atom 58 (O): -0.580, atom 59 (H): 0.366, atom 60 (H): 0.115, atom 61 (H): 0.219, atom 62 (H): 0.365, atom 63 (H): 0.244, atom 64 (H): -0.345, atom 65 (C): 1.452, atom 66 (C): 0.290, atom 67 (N): -0.605, atom 68 (H): -0.958, atom 69 (H): 0.515, atom 70 (H): -0.647



E_tot (hartree)
-546.3889; -432.4014; -2139.7328; -3092.5411; -2104.7316; -1402.3506